Density functional theory data (the ωB97M-V functional and the def2-TZVPD basis) for a cluster of 2 separate species, C8H9P in total.

For the HOMO energy (spin up / spin down), the calculation gives -8.286 / -8.291 eV. The total energy comes out at -17725.214 eV. As for the multiplicity: 1. The calculation puts the lowest unoccupied orbital energy (spin up / spin down) at -0.511 / -0.512 eV. The HOMO-LUMO gap (spin up / spin down) is 7.8 / 7.8 eV. The charge is 0.

Element x y z (Å)
C1 -0.350 -1.130 2.458
C2 0.755 -0.359 2.043
C3 -1.450 -1.256 1.555
C4 0.843 0.277 0.853
C5 -1.362 -0.569 0.353
C6 -0.206 0.059 -0.054
C7 1.250 0.837 -2.134
C8 0.010 0.664 -1.369
P1 -0.053 -0.098 -3.002
H1 -0.190 -1.746 3.349
H2 1.457 -0.128 2.800
H3 -2.219 -1.884 1.933
H4 1.601 0.887 0.569
H5 -2.123 -0.917 -0.245
H6 1.482 1.785 -2.642
H7 1.963 0.230 -1.634
H8 -0.892 2.405 -1.217
H9 -0.517 0.942 -3.617

The computed natural (NBO) charges, all in e, follow: number 1, C, carries -0.202; number 2, C, carries -0.203; number 3, C, carries -0.187; number 4, C, carries -0.192; number 5, C, carries -0.199; number 6, C, carries -0.111; number 7, C, carries -0.716; number 8, C, carries -0.220; number 9, P, carries 0.492; number 10, H, carries 0.214; number 11, H, carries 0.205; number 12, H, carries 0.217; number 13, H, carries 0.209; number 14, H, carries 0.217; number 15, H, carries 0.265; number 16, H, carries 0.232; number 17, H, carries 0.030; number 18, H, carries -0.052

Density functional theory data (the ωB97M-V functional and the def2-TZVPD basis) for a structure of composition C8H9P.

For the HOMO energy, the calculation gives -7.495 eV. The total energy comes out at -17724.972 eV. As for the multiplicity: 1. The calculation puts the lowest unoccupied orbital energy at 0.389 eV. The HOMO-LUMO gap is 7.9 eV. The charge is 0.

Element x y z (Å)
C1 -2.522 -0.259 0.669
C2 -2.465 -0.256 -0.669
C3 -0.965 -0.607 0.667
C4 -0.917 -0.588 -0.670
C5 1.065 0.808 0.767
C6 1.033 0.791 -0.746
C7 0.421 -0.522 1.232
C8 0.463 -0.571 -1.248
P1 1.193 -1.773 0.004
H1 -3.055 0.073 1.501
H2 -2.988 0.097 -1.559
H3 2.101 0.809 0.981
H4 0.629 1.804 1.095
H5 0.382 1.606 -0.958
H6 1.998 1.172 -1.111
H7 0.650 -0.723 2.247
H8 0.456 -0.778 -2.402
H9 2.521 -1.082 0.199

The computed natural (NBO) charges, all in e, follow: number 1, C, carries -0.194; number 2, C, carries -0.157; number 3, C, carries -0.027; number 4, C, carries -0.072; number 5, C, carries -0.409; number 6, C, carries -0.418; number 7, C, carries -0.491; number 8, C, carries -0.521; number 9, P, carries 0.610; number 10, H, carries 0.218; number 11, H, carries 0.216; number 12, H, carries 0.208; number 13, H, carries 0.210; number 14, H, carries 0.202; number 15, H, carries 0.215; number 16, H, carries 0.234; number 17, H, carries 0.254; number 18, H, carries -0.077

Density functional theory data (the ωB97M-V functional and the def2-TZVPD basis) for a cluster of 18 separate species, C90H132B9F36N15O6 in total.

For the HOMO energy, the calculation gives -17.120 eV. The total energy comes out at -234026.274 eV. As for the multiplicity: 1. The calculation puts the lowest unoccupied orbital energy at -9.774 eV. The HOMO-LUMO gap is 7.3 eV. The charge is +6.

Element x y z (Å)
C1 17.610 21.802 12.935
N1 17.337 23.235 12.666
C2 17.906 24.200 13.412
C3 17.905 25.464 13.042
C4 17.231 25.817 11.859
C5 16.627 24.853 11.100
C6 16.763 23.580 11.494
C7 17.282 27.239 11.442
C8 17.215 28.299 12.266
C9 17.186 29.580 11.758
N2 17.158 29.826 10.441
C10 17.267 28.777 9.643
C11 17.322 27.474 10.069
C12 17.245 31.150 9.837
H1 16.695 21.170 12.773
H2 18.126 21.784 13.834
H3 18.320 21.472 12.162
H4 18.337 23.887 14.345
H5 18.529 26.196 13.605
H6 16.056 25.050 10.158
H7 16.358 22.740 10.946
H8 17.107 28.122 13.358
H9 17.142 30.430 12.428
H10 17.188 28.969 8.570
H11 17.457 26.748 9.334
H12 17.165 31.066 8.748
H13 18.240 31.517 10.052
H14 16.442 31.791 10.311
C13 22.304 27.878 10.316
N3 22.931 26.815 11.101
C14 22.645 26.749 12.413
C15 23.151 25.735 13.194
C16 23.927 24.754 12.615
C17 24.295 24.919 11.292
C18 23.727 25.943 10.541
C19 24.285 23.607 13.465
C20 25.575 23.454 13.999
C21 25.849 22.419 14.893
N4 24.856 21.560 15.266
C22 23.632 21.680 14.713
C23 23.332 22.689 13.800
C24 25.094 20.540 16.327
H15 21.315 27.961 10.893
H16 22.115 27.505 9.304
H17 22.903 28.805 10.409
H18 22.001 27.521 12.735
H19 22.769 25.711 14.238
H20 24.962 24.291 10.793
H21 23.895 26.096 9.467
H22 26.321 24.211 13.755
H23 26.869 22.360 15.357
H24 22.901 20.979 15.109
H25 22.357 22.823 13.321
H26 26.005 20.758 16.894
H27 25.208 19.534 15.958
H28 24.293 20.697 17.060
C25 21.595 23.242 17.934
N5 20.729 24.263 18.635
C26 21.181 25.454 19.059
C27 20.278 26.349 19.669
C28 18.954 25.966 19.762
C29 18.546 24.767 19.250
C30 19.424 23.910 18.737
C31 17.981 26.952 20.386
C32 17.913 28.319 20.117
C33 17.033 29.120 20.833
N6 16.210 28.571 21.742
C34 16.162 27.222 21.960
C35 17.048 26.423 21.256
C36 15.540 29.474 22.699
H29 21.480 22.260 18.451
H30 22.610 23.567 17.880
H31 21.241 23.184 16.894
H32 22.166 25.741 18.836
H33 20.705 27.281 19.961
H34 17.501 24.472 19.319
H35 19.201 22.898 18.364
H36 18.499 28.670 19.283
H37 16.879 30.140 20.510
H38 15.492 26.914 22.751
H39 17.084 25.387 21.534
H40 15.777 29.167 23.721
H41 14.468 29.494 22.598
H42 15.831 30.523 22.554
C37 20.479 17.676 16.711
N7 19.443 16.614 16.634
C38 18.551 16.743 15.657
C39 17.691 15.740 15.299
C40 17.837 14.598 15.949
C41 18.613 14.459 17.097
C42 19.495 15.504 17.372
C43 17.156 13.309 15.531
C44 16.317 12.679 16.431
C45 15.751 11.451 16.111
N8 15.950 10.890 14.885
C46 16.833 11.448 13.987
C47 17.403 12.678 14.297
C48 15.283 9.553 14.607
H43 21.371 17.198 16.309
H44 20.688 17.898 17.772
H45 20.095 18.503 16.194
H46 18.390 17.716 15.263
H47 16.889 16.047 14.653
H48 18.598 13.642 17.733
H49 20.212 15.427 18.153
H50 16.136 12.998 17.421
H51 14.906 11.043 16.718
H52 16.958 10.950 13.068
H53 17.940 13.173 13.564
H54 14.617 9.574 13.684
H55 14.685 9.278 15.433
H56 16.030 8.690 14.559
C49 21.812 30.900 17.915
N9 22.121 31.254 16.555
C50 22.934 30.310 15.982
C51 23.498 30.570 14.733
C52 23.351 31.842 14.213
C53 22.486 32.758 14.813
C54 21.814 32.370 15.921
C55 24.081 32.280 13.011
C56 23.532 33.144 12.043
C57 24.330 33.681 11.045
N10 25.604 33.365 11.034
C58 26.188 32.528 11.917
C59 25.430 31.889 12.883
C60 26.536 33.782 9.938
H57 22.652 30.292 18.307
H58 20.886 30.368 18.015
H59 21.671 31.795 18.499
H60 23.174 29.375 16.524
H61 24.118 29.852 14.188
H62 22.395 33.813 14.565
H63 21.176 33.030 16.422
H64 22.471 33.353 12.119
H65 23.939 34.303 10.254
H66 27.233 32.291 11.783
H67 25.898 31.292 13.627
H68 27.289 34.390 10.524
H69 25.903 34.362 9.226
H70 26.933 32.878 9.477
C61 23.034 17.611 22.376
N11 23.326 16.167 22.166
C62 23.873 15.732 20.954
C63 24.080 14.385 20.829
C64 23.687 13.461 21.722
C65 23.067 13.956 22.853
C66 22.924 15.313 23.102
C67 23.832 12.024 21.446
C68 23.914 11.567 20.152
C69 23.921 10.194 19.925
N12 24.022 9.338 20.968
C70 23.940 9.793 22.210
C71 23.865 11.120 22.488
C72 24.179 7.816 20.763
H71 22.163 17.843 21.788
H72 23.884 18.187 22.069
H73 22.885 17.874 23.373
H74 24.280 16.457 20.202
H75 24.433 14.058 19.845
H76 22.711 13.272 23.626
H77 22.506 15.691 24.003
H78 23.892 12.256 19.321
H79 23.719 9.725 19.020
H80 24.144 9.058 22.926
H81 24.076 11.493 23.462
H82 25.223 7.597 21.139
H83 24.126 7.574 19.725
H84 23.422 7.294 21.307
C73 29.512 27.308 6.457
O1 28.976 26.464 7.432
C74 28.157 27.118 8.410
C75 27.443 25.956 9.059
N13 28.501 25.015 9.801
H85 27.975 24.141 9.971
H86 29.243 24.824 9.144
C76 29.156 25.679 10.985
C77 30.556 25.069 11.027
O2 31.054 25.062 9.664
C78 32.452 24.847 9.668
H87 30.035 26.625 5.801
H88 30.329 27.982 6.855
H89 28.699 27.779 5.968
H90 27.356 27.796 8.072
H91 28.734 27.676 9.136
H92 26.861 25.396 8.351
H93 26.856 26.363 9.901
H94 28.564 25.493 11.871
H95 29.082 26.757 10.897
H96 30.513 24.091 11.475
H97 31.301 25.631 11.627
H98 33.009 25.554 10.141
H99 32.754 24.754 8.621
H100 32.645 23.868 10.158
C79 31.475 22.345 7.216
O3 30.411 21.422 7.634
C80 30.531 20.139 7.109
C81 30.750 19.261 8.356
N14 29.615 19.386 9.315
H101 29.359 20.375 9.388
H102 28.838 18.895 8.815
C82 29.720 18.790 10.694
C83 29.293 17.305 10.571
O4 28.111 17.166 9.812
C84 27.728 15.814 9.768
H103 32.458 21.841 7.435
H104 31.289 23.233 7.794
H105 31.367 22.541 6.107
H106 31.358 19.996 6.438
H107 29.606 19.900 6.574
H108 31.693 19.477 8.873
H109 30.812 18.228 8.186
H110 29.033 19.384 11.295
H111 30.728 19.014 11.035
H112 29.327 16.818 11.548
H113 30.044 16.791 9.960
H114 26.853 15.779 9.160
H115 27.519 15.491 10.828
H116 28.514 15.168 9.323
C85 28.036 27.518 16.397
O5 27.880 27.852 17.731
C86 27.489 26.857 18.684
C87 27.688 27.569 19.984
N15 26.849 28.785 19.886
H117 26.805 29.111 18.898
H118 25.887 28.619 20.218
C88 27.340 30.053 20.591
C89 27.679 29.845 22.047
O6 28.824 28.984 22.170
C90 29.126 28.887 23.599
H119 27.204 26.985 15.971
H120 29.006 27.004 16.126
H121 28.082 28.421 15.909
H122 28.062 25.863 18.736
H123 26.493 26.570 18.531
H124 28.718 27.819 20.149
H125 27.267 26.936 20.778
H126 26.529 30.822 20.467
H127 28.180 30.261 20.001
H128 26.832 29.378 22.577
H129 27.777 30.823 22.648
H130 29.370 27.875 23.837
H131 28.236 29.062 24.215
H132 29.990 29.515 23.766
B1 21.502 12.870 17.690
F1 21.869 11.470 17.634
F2 21.277 13.388 16.437
F3 20.375 13.116 18.605
F4 22.592 13.533 18.346
B2 22.878 18.781 19.348
F5 22.423 19.815 20.088
F6 22.899 19.063 17.976
F7 24.180 18.525 19.799
F8 22.157 17.551 19.570
B3 26.185 28.448 12.300
F9 25.456 28.641 11.185
F10 27.170 29.440 12.339
F11 25.332 28.608 13.402
F12 26.672 27.144 12.288
B4 23.913 27.663 19.190
F13 24.039 26.318 18.811
F14 24.407 27.948 20.448
F15 24.757 28.574 18.334
F16 22.602 28.042 19.056
B5 19.472 21.049 16.265
F17 19.554 21.033 17.647
F18 20.754 20.781 15.795
F19 18.552 20.114 15.804
F20 19.093 22.371 15.899
B6 20.385 23.956 11.467
F21 21.506 23.572 10.820
F22 19.233 23.288 10.961
F23 20.451 23.614 12.873
F24 20.188 25.296 11.346
B7 20.742 30.992 12.116
F25 21.779 30.267 12.775
F26 19.599 30.241 12.124
F27 20.487 32.162 12.772
F28 21.155 31.325 10.837
B8 27.877 21.864 10.856
F29 28.000 21.812 12.168
F30 29.132 22.200 10.307
F31 27.397 20.591 10.433
F32 26.948 22.874 10.451
B9 20.666 27.618 15.861
F33 20.088 26.706 16.786
F34 20.547 28.919 16.158
F35 22.012 27.212 15.745
F36 20.044 27.325 14.667

These are the Mulliken partial charges, in e, on atoms 1 to 99: number 1, C, carries -0.432; number 2, N, carries 0.275; number 3, C, carries -0.998; number 4, C, carries 0.473; number 5, C, carries 0.747; number 6, C, carries -0.688; number 7, C, carries -0.540; number 8, C, carries 0.883; number 9, C, carries 0.199; number 10, C, carries -0.727; number 11, N, carries 0.240; number 12, C, carries -0.510; number 13, C, carries -0.904; number 14, C, carries -0.707; number 15, H, carries 0.371; number 16, H, carries -0.143; number 17, H, carries 0.339; number 18, H, carries 0.633; number 19, H, carries -0.227; number 20, H, carries 0.566; number 21, H, carries 0.480; number 22, H, carries 0.470; number 23, H, carries 0.344; number 24, H, carries 0.335; number 25, H, carries 0.616; number 26, H, carries 0.260; number 27, H, carries 0.272; number 28, H, carries 0.316; number 29, C, carries -0.794; number 30, N, carries 0.764; number 31, C, carries -0.070; number 32, C, carries -0.725; number 33, C, carries 1.394; number 34, C, carries -0.908; number 35, C, carries -0.589; number 36, C, carries -0.815; number 37, C, carries -0.423; number 38, C, carries -0.798; number 39, N, carries 0.337; number 40, C, carries -1.309; number 41, C, carries -0.060; number 42, C, carries -0.852; number 43, H, carries 0.026; number 44, H, carries 0.583; number 45, H, carries 0.019; number 46, H, carries 0.643; number 47, H, carries 0.129; number 48, H, carries 1.070; number 49, H, carries 0.619; number 50, H, carries 0.710; number 51, H, carries 0.427; number 52, H, carries 1.078; number 53, H, carries 0.391; number 54, H, carries 0.349; number 55, H, carries 0.287; number 56, H, carries 0.235; number 57, C, carries -0.977; number 58, N, carries 0.445; number 59, C, carries -0.973; number 60, C, carries -1.350; number 61, C, carries 1.468; number 62, C, carries -1.100; number 63, C, carries -0.598; number 64, C, carries 0.432; number 65, C, carries -0.640; number 66, C, carries -0.279; number 67, N, carries 0.058; number 68, C, carries -0.488; number 69, C, carries -0.853; number 70, C, carries -0.981; number 71, H, carries 0.384; number 72, H, carries 0.404; number 73, H, carries 0.098; number 74, H, carries 1.208; number 75, H, carries 0.949; number 76, H, carries 0.647; number 77, H, carries 0.658; number 78, H, carries 0.578; number 79, H, carries 0.445; number 80, H, carries 0.476; number 81, H, carries 0.543; number 82, H, carries 0.384; number 83, H, carries 0.356; number 84, H, carries 0.365; number 85, C, carries -0.266; number 86, N, carries 0.291; number 87, C, carries -0.287; number 88, C, carries -0.617; number 89, C, carries 1.028; number 90, C, carries -1.048; number 91, C, carries -1.070; number 92, C, carries 0.607; number 93, C, carries -0.583; number 94, C, carries -0.086; number 95, N, carries 0.056; number 96, C, carries -0.461; number 97, C, carries -0.750; number 98, C, carries -0.896; number 99, H, carries 0.361